Arrangement A

The following is a quantum chemistry calculation of a 15-piece molecular cluster, C5H36O15 overall, from the OMol25 dataset.

ORCA input file:
```
! RIJCOSX wB97M-V def2-TZVPD def2/J DEFGRID3
* xyz 0 1
C -1.547 -0.293 0.069
C 2.229 2.829 -0.441
C 1.762 1.630 -0.076
O 2.716 0.681 -0.117
C 0.525 1.026 0.278
C -0.182 0.016 -0.276
H -1.918 -1.123 -0.576
H -1.354 -0.759 1.021
H -2.224 0.596 0.141
H 3.182 3.267 -0.604
H 1.467 3.595 -0.814
H 3.672 1.061 0.202
H -0.134 1.581 1.222
H 0.232 -0.635 -1.046
H -3.066 1.563 -1.940
H -4.358 0.748 -1.736
O -3.478 0.847 -1.522
H -4.271 -1.653 1.594
H -3.029 -2.451 1.486
O -3.618 -2.133 2.144
H -0.672 -3.951 -1.075
H 0.576 -4.646 -0.702
O 0.310 -3.819 -0.926
H 1.216 2.329 2.933
H 0.802 3.483 2.099
O 1.112 3.206 2.941
H -0.325 1.719 -2.357
H -0.717 3.059 -2.694
O -1.173 2.342 -2.478
H -1.676 2.064 2.600
H -1.393 2.915 3.900
O -1.952 2.183 3.531
H -2.252 -1.688 -3.659
H -2.601 -1.854 -2.161
O -2.170 -2.289 -2.883
H -0.593 -3.402 0.604
H -0.848 -4.013 1.885
O -1.328 -3.638 1.076
H 2.123 -1.791 -2.649
H 0.849 -2.590 -3.120
O 1.578 -2.030 -3.428
H -0.430 2.786 -0.589
H -0.953 4.271 -0.511
O -0.629 3.525 -0.022
H 2.635 -0.524 1.662
H 3.811 -1.116 2.280
O 3.203 -0.361 2.440
H 1.358 1.132 -3.815
H 2.217 1.526 -2.493
O 1.445 1.715 -3.096
H 1.992 -1.374 0.121
H 2.867 -2.518 0.431
O 1.971 -2.086 0.799
H 1.057 -1.791 2.679
H 1.131 -1.196 4.050
O 0.857 -1.970 3.615
*
```

Values from the calculation:
Gap between HOMO and LUMO in Ha: 0.3276

Let us look at the Löwdin charges, expressed in e, one per atom:
1 C -0.09
2 C 0.05
3 C -0.47
4 O -0.06
5 C -0.08
6 C -0.15
7 H 0.07
8 H 0.09
9 H 0.10
10 H 0.07
11 H 0.09
12 H 0.21
13 H 0.18
14 H 0.11
15 H -0.01
16 H 0.01
17 O 0.00
18 H 0.05
19 H -0.05
20 O -0.05
21 H 0.09
22 H 0.00
23 O -0.03
24 H -0.05
25 H 0.00
26 O 0.02
27 H 0.09
28 H -0.04
29 O -0.05
30 H 0.00
31 H 0.05
32 O -0.09
33 H 0.07
34 H -0.01
35 O -0.05
36 H -0.08
37 H 0.12
38 O -0.04
39 H 0.03
40 H 0.01
41 O -0.07
42 H -0.03
43 H 0.05
44 O -0.06
45 H -0.03
46 H 0.06
47 O -0.08
48 H 0.03
49 H 0.07
50 O -0.04
51 H 0.01
52 H 0.15
53 O -0.11
54 H -0.01
55 H 0.00
56 O -0.05

Arrangement B

The following is a quantum chemistry calculation of a 15-piece molecular cluster, C5H36O15 overall, from the OMol25 dataset.

ORCA input file:
```
! RIJCOSX wB97M-V def2-TZVPD def2/J DEFGRID3
* xyz 0 1
C -1.107 0.903 1.712
C 2.980 1.734 -0.824
C 1.887 1.023 -0.720
O 1.731 -0.099 -1.501
C 0.711 1.293 0.066
C -0.181 0.465 0.650
H -0.577 1.520 2.469
H -1.908 1.447 1.323
H -1.437 0.246 2.497
H 3.916 1.512 -1.384
H 3.212 2.599 -0.205
H 1.682 0.073 -2.475
H 0.777 2.384 0.478
H -0.074 -0.566 0.178
H -3.797 0.156 -1.271
H -4.751 -0.981 -0.959
O -4.581 -0.053 -0.885
H -4.051 -1.291 1.719
H -2.749 -1.638 1.055
O -3.691 -1.949 1.046
H 0.519 -1.267 -4.095
H -0.240 -2.596 -3.844
O 0.550 -2.213 -4.316
H 2.199 1.899 3.867
H 1.249 1.291 2.788
O 1.474 2.080 3.240
H -2.840 2.122 -2.317
H -2.020 2.101 -0.993
O -2.099 1.677 -1.815
H 2.374 4.238 1.093
H 1.679 3.311 2.248
O 1.537 3.925 1.479
H -1.536 -0.824 -2.096
H -0.100 -0.830 -1.507
O -0.799 -1.368 -1.922
H -2.325 -3.647 -1.018
H -3.115 -3.457 -0.022
O -2.592 -4.155 -0.319
H 2.238 -1.709 -0.849
H 2.697 -2.935 0.149
O 2.018 -2.451 -0.220
H -1.964 4.144 0.521
H -0.510 3.644 0.456
O -1.367 3.744 0.009
H 4.558 -0.689 2.031
H 4.046 -2.261 2.415
O 3.936 -1.409 1.969
H 0.087 2.142 -2.905
H -0.851 1.531 -3.865
O -0.149 1.355 -3.443
H -0.436 -2.589 1.038
H 1.009 -2.810 1.133
O 0.252 -2.456 1.684
H 0.850 -1.367 2.911
H 0.511 -1.830 4.191
O 0.774 -1.074 3.738
*
```

Values from the calculation:
Gap between HOMO and LUMO in Ha: 0.3378

Let us look at the Löwdin charges, expressed in e, one per atom:
1 C -0.08
2 C 0.09
3 C -0.40
4 O -0.05
5 C -0.07
6 C -0.11
7 H 0.08
8 H 0.05
9 H 0.07
10 H 0.09
11 H 0.05
12 H 0.13
13 H 0.10
14 H 0.09
15 H -0.07
16 H 0.02
17 O -0.01
18 H 0.10
19 H 0.05
20 O -0.09
21 H 0.00
22 H 0.05
23 O -0.09
24 H 0.10
25 H 0.01
26 O -0.02
27 H 0.10
28 H -0.03
29 O -0.05
30 H 0.05
31 H 0.00
32 O -0.11
33 H 0.01
34 H 0.00
35 O -0.04
36 H -0.03
37 H -0.05
38 O 0.01
39 H 0.07
40 H 0.00
41 O -0.04
42 H -0.01
43 H 0.03
44 O 0.01
45 H 0.03
46 H 0.05
47 O -0.05
48 H 0.08
49 H -0.08
50 O 0.02
51 H 0.03
52 H 0.05
53 O -0.08
54 H -0.10
55 H 0.01
56 O 0.01

It is arrangement B that is the most stable of them.

Arrangement A

The following is a quantum chemistry calculation of an isolated molecule of C3HNO3, from the OMol25 dataset.

ORCA input file:
```
! RIJCOSX wB97M-V def2-TZVPD def2/J DEFGRID3
* xyz 0 1
C 0.007 0.176 0.228
C -0.916 -0.454 1.017
C -1.746 1.677 1.448
N 0.075 1.479 0.040
O -1.318 -1.327 1.691
O -2.517 1.945 2.297
O -0.693 2.196 0.927
H 0.503 -0.401 -0.538
*
```

Values from the calculation:
Gap between HOMO and LUMO (alpha / beta) in Ha: 0.2440 / 0.2720

Let us look at the Löwdin charges, expressed in e, one per atom:
1 C -0.12
2 C -0.17
3 C -0.31
4 N 0.08
5 O 0.18
6 O 0.17
7 O 0.03
8 H 0.13

Arrangement B

The following is a quantum chemistry calculation of an isolated molecule of C3HNO3, from the OMol25 dataset.

ORCA input file:
```
! RIJCOSX wB97M-V def2-TZVPD def2/J DEFGRID3
* xyz 0 1
N -2.538 -0.509 -0.805
C -1.638 -0.091 -0.235
C -0.445 0.436 0.399
O -0.399 1.438 1.060
C 0.758 -0.514 0.184
O 0.727 -1.598 0.673
O 1.789 -0.053 -0.523
H 1.746 0.892 -0.754
*
```

Values from the calculation:
SMILES: N#CC(=O)C(=O)O
Gap between HOMO and LUMO in Ha: 0.3650

Let us look at the Löwdin charges, expressed in e, one per atom:
1 N 0.21
2 C -0.10
3 C -0.30
4 O 0.17
5 C -0.47
6 O 0.18
7 O 0.16
8 H 0.14

It is arrangement B that is the most stable of them.

Arrangement A

The following is a quantum chemistry calculation of a 2-piece molecular cluster, C3HNO3 overall, from the OMol25 dataset.

ORCA input file:
```
! RIJCOSX wB97M-V def2-TZVPD def2/J DEFGRID3
* xyz 0 1
C -0.786 -1.123 -0.581
C 0.616 0.884 -0.927
C 0.886 1.119 2.038
N -0.174 0.017 -1.154
O 1.455 1.654 -0.931
O 0.114 0.454 2.543
O -0.532 -1.646 0.441
H -1.579 -1.359 -1.430
*
```

Values from the calculation:
Gap between HOMO and LUMO in Ha: 0.4325

Let us look at the Löwdin charges, expressed in e, one per atom:
1 C -0.33
2 C -0.36
3 C 0.03
4 N 0.17
5 O 0.20
6 O 0.04
7 O 0.10
8 H 0.16

Arrangement B

The following is a quantum chemistry calculation of an isolated molecule of C3HNO3, from the OMol25 dataset.

ORCA input file:
```
! RIJCOSX wB97M-V def2-TZVPD def2/J DEFGRID3
* xyz 0 1
O -1.446 -1.514 -0.127
C -0.598 -0.660 -0.026
C -0.807 0.808 0.113
N 0.281 1.507 -0.069
O 1.389 0.705 -0.150
C 1.025 -0.690 0.038
O 1.843 -1.538 0.034
H -1.689 1.382 0.187
*
```

Values from the calculation:
SMILES: O=C1C=NOC1=O
Gap between HOMO and LUMO in Ha: 0.3130

Let us look at the Löwdin charges, expressed in e, one per atom:
1 O 0.15
2 C -0.23
3 C -0.03
4 N 0.09
5 O -0.02
6 C -0.27
7 O 0.20
8 H 0.11

It is arrangement A that is the most stable of them.

Arrangement A

The following is a quantum chemistry calculation of an isolated molecule of C5H9NO, from the OMol25 dataset.

ORCA input file:
```
! RIJCOSX wB97M-V def2-TZVPD def2/J DEFGRID3
* xyz 0 1
C -0.704 1.600 -1.351
O -0.912 0.466 -0.586
C -0.568 0.463 0.767
C 0.076 -0.924 0.900
C 0.705 -1.240 -0.635
C 1.236 -0.980 1.804
N 2.240 -1.074 2.376
H -0.622 1.270 -2.395
H 0.210 2.145 -1.072
H -1.578 2.239 -1.239
H -1.496 0.612 1.330
H 0.138 1.260 1.046
H -0.665 -1.648 1.309
H 0.553 -2.298 -0.788
H 0.393 -0.777 -1.603
H 1.754 -0.972 -0.534
*
```

Values from the calculation:
SMILES: COC[C@@H](C)C#N
Gap between HOMO and LUMO in Ha: 0.3964

Let us look at the Löwdin charges, expressed in e, one per atom:
1 C -0.11
2 O -0.28
3 C -0.20
4 C -0.23
5 C 0.00
6 C -0.22
7 N 0.15
8 H 0.09
9 H 0.10
10 H 0.09
11 H 0.13
12 H 0.13
13 H 0.14
14 H 0.06
15 H 0.08
16 H 0.07

Arrangement B

The following is a quantum chemistry calculation of an isolated molecule of C5H9NO, from the OMol25 dataset.

ORCA input file:
```
! RIJCOSX wB97M-V def2-TZVPD def2/J DEFGRID3
* xyz 0 1
O 2.322 0.677 -1.250
C 1.551 -0.101 -0.789
N 0.384 0.009 -0.092
C -0.682 1.052 -0.349
C -1.729 0.571 0.653
C -1.410 -0.855 1.141
C -0.109 -1.229 0.533
H 1.817 -1.217 -0.825
H -0.319 2.106 -0.165
H -1.129 0.968 -1.434
H -1.592 1.235 1.515
H -2.752 0.864 0.316
H -2.070 -1.525 0.801
H -1.469 -0.913 2.204
H -0.137 -2.078 -0.159
H 0.657 -1.556 1.260
*
```

Values from the calculation:
SMILES: O=CN1CCCC1
Gap between HOMO and LUMO in Ha: 0.3702

Let us look at the Löwdin charges, expressed in e, one per atom:
1 O 0.06
2 C -0.38
3 N -0.09
4 C -0.12
5 C -0.18
6 C -0.16
7 C -0.18
8 H 0.14
9 H 0.13
10 H 0.14
11 H 0.10
12 H 0.12
13 H 0.06
14 H 0.11
15 H 0.12
16 H 0.13

Arrangement C

The following is a quantum chemistry calculation of a 2-piece molecular cluster, C5H9NO overall, from the OMol25 dataset.

ORCA input file:
```
! RIJCOSX wB97M-V def2-TZVPD def2/J DEFGRID3
* xyz 0 1
C -1.505 -0.451 0.486
C -0.869 0.029 -0.572
C 0.015 -0.812 -1.461
C -0.683 -1.146 -2.707
N -1.259 -1.400 -3.677
H -2.155 0.177 1.087
H -1.400 -1.491 0.780
H -0.996 1.069 -0.874
H 0.297 -1.749 -0.966
H 0.940 -0.282 -1.705
C 1.147 0.867 1.905
O 1.632 0.874 0.577
H 0.156 1.334 2.009
H 1.049 -0.176 2.221
H 1.847 1.365 2.585
H 1.785 1.790 0.313
*
```

Values from the calculation:
SMILES: C=CCC#N.CO
Gap between HOMO and LUMO in Ha: 0.3992

Let us look at the Löwdin charges, expressed in e, one per atom:
1 C -0.01
2 C -0.21
3 C -0.19
4 C -0.23
5 N 0.13
6 H 0.06
7 H 0.07
8 H 0.11
9 H 0.12
10 H 0.11
11 C -0.17
12 O -0.13
13 H 0.07
14 H 0.08
15 H 0.08
16 H 0.09

It is arrangement B that is the most stable of them.

Arrangement A

The following is a quantum chemistry calculation of a 2-piece molecular cluster, C4H9O3 overall, from the OMol25 dataset.

ORCA input file:
```
! RIJCOSX wB97M-V def2-TZVPD def2/J DEFGRID3
* xyz -1 1
C -1.553 0.718 0.254
C -1.860 -0.730 -0.048
C -0.417 0.733 1.351
O -0.724 1.251 2.409
O 0.675 0.267 0.972
H -1.077 1.262 -0.629
H -2.530 1.239 0.460
H -1.169 -1.366 0.403
H -1.596 -0.843 -1.132
H -2.955 -1.055 -0.027
C 2.321 0.040 -0.924
O 2.189 -1.276 -0.330
H 1.696 -1.075 0.490
H 1.294 0.406 -1.123
H 2.882 0.694 -0.278
H 2.824 -0.264 -1.847
*
```

Values from the calculation:
Gap between HOMO and LUMO in Ha: 0.3058

Let us look at the Löwdin charges, expressed in e, one per atom:
1 C -0.20
2 C -0.14
3 C -0.75
4 O -0.04
5 O -0.10
6 H 0.10
7 H 0.10
8 H 0.04
9 H 0.07
10 H 0.08
11 C -0.18
12 O -0.19
13 H 0.03
14 H 0.06
15 H 0.06
16 H 0.06

Arrangement B

The following is a quantum chemistry calculation of a 2-piece molecular cluster, C4H9O3 overall, from the OMol25 dataset.

ORCA input file:
```
! RIJCOSX wB97M-V def2-TZVPD def2/J DEFGRID3
* xyz -1 1
C -2.351 1.467 1.086
O -1.556 0.430 1.584
H -1.377 -0.153 0.802
H -3.227 1.672 1.727
H -2.692 1.268 0.068
H -1.823 2.422 1.093
C 1.223 -0.841 0.240
C 2.436 0.108 0.414
C 0.317 -0.565 -0.967
O 0.896 -0.168 -1.997
O -0.928 -0.760 -0.815
H 1.535 -1.894 0.259
H 0.673 -0.974 1.175
H 2.227 0.958 -0.222
H 3.347 -0.415 0.162
H 2.538 0.391 1.465
*
```

Values from the calculation:
Gap between HOMO and LUMO in Ha: 0.3129

Let us look at the Löwdin charges, expressed in e, one per atom:
1 C -0.21
2 O -0.16
3 H 0.03
4 H 0.06
5 H 0.07
6 H 0.06
7 C -0.20
8 C -0.11
9 C -0.72
10 O -0.06
11 O -0.10
12 H 0.10
13 H 0.08
14 H 0.06
15 H 0.05
16 H 0.05

Arrangement C

The following is a quantum chemistry calculation of a 2-piece molecular cluster, C4H9O3 overall, from the OMol25 dataset.

ORCA input file:
```
! RIJCOSX wB97M-V def2-TZVPD def2/J DEFGRID3
* xyz -1 1
O 0.285 -2.435 2.182
C 0.529 -1.270 1.903
C -0.120 -0.545 0.774
C 0.611 0.741 0.405
C -0.362 1.736 -0.440
O -1.522 1.199 -0.829
H 1.336 -0.746 2.448
H -1.187 -0.210 0.785
H -0.264 -1.172 -0.099
H 1.027 1.245 1.279
H 1.408 0.469 -0.309
H -0.544 2.586 0.293
H 0.294 2.097 -1.275
H -1.216 -1.239 -2.224
H 0.093 -0.807 -2.521
O -0.366 -1.648 -2.371
*
```

Values from the calculation:
Gap between HOMO and LUMO in Ha: 0.2545

Let us look at the Löwdin charges, expressed in e, one per atom:
1 O -0.01
2 C -0.27
3 C -0.21
4 C -0.22
5 C -0.53
6 O -0.35
7 H 0.11
8 H 0.12
9 H 0.09
10 H 0.08
11 H 0.08
12 H 0.07
13 H 0.06
14 H 0.02
15 H 0.04
16 O -0.08

Arrangement D

The following is a quantum chemistry calculation of a 2-piece molecular cluster, C4H9O3 overall, from the OMol25 dataset.

ORCA input file:
```
! RIJCOSX wB97M-V def2-TZVPD def2/J DEFGRID3
* xyz -1 1
C 1.473 0.487 -1.195
C 2.135 1.715 -0.596
O 0.266 0.934 -1.824
H 1.974 -0.072 -1.991
H 1.252 -0.228 -0.401
H 3.155 1.592 -0.222
H -0.501 0.572 -1.301
H 1.528 2.017 0.262
H 2.064 2.556 -1.287
C -0.983 -2.091 1.595
C -1.062 -0.676 0.879
O -0.642 0.279 1.567
O -1.503 -0.686 -0.291
H -0.058 -2.588 1.310
H -1.905 -2.619 1.364
H -0.901 -1.916 2.671
*
```

Values from the calculation:
Gap between HOMO and LUMO in Ha: 0.3146

Let us look at the Löwdin charges, expressed in e, one per atom:
1 C -0.33
2 C -0.10
3 O -0.13
4 H 0.10
5 H 0.09
6 H 0.06
7 H 0.05
8 H 0.07
9 H 0.06
10 C -0.05
11 C -0.78
12 O -0.09
13 O -0.09
14 H 0.05
15 H 0.05
16 H 0.04

It is arrangement D that is the most stable of them.